Run a
{
  "formula": "C2H4ClI",
  "method": "wB97M-V/def2-TZVPD",
  "gap_ev": 7.69,
  "elements": ["C", "C", "Cl", "I", "H", "H", "H", "H"],
  "coordinates": [[0.117, 0.732, -0.305], [1.049, -1.511, 2.058], [1.928, -0.632, 3.174], [0.630, -3.456, 2.571], [-0.672, -0.017, -0.075], [1.047, 0.278, -0.720], [-0.219, 1.564, -0.939], [0.358, 1.192, 0.569]],
  "lowdin_charge": [-0.071, -1.175, 0.493, 0.719, 0.028, 0.034, 0.020, -0.047]
}

Run b
{
  "formula": "C2H4ClI",
  "method": "wB97M-V/def2-TZVPD",
  "gap_ev": 10.03,
  "elements": ["C", "C", "Cl", "I", "H", "H", "H", "H"],
  "coordinates": [[-0.114, -0.012, 0.284], [1.050, 0.617, -0.396], [1.099, 2.303, 0.080], [2.952, -0.238, 0.007], [-0.114, 0.372, 1.259], [-0.168, -0.993, 0.472], [-0.989, 0.203, -0.168], [0.792, 0.401, -1.472]],
  "lowdin_charge": [-0.249, -1.257, 0.535, 0.769, 0.052, 0.037, 0.048, 0.065]
}

Which is most stable? The ranking, best first, is run b, run a.

Run a
{
  "formula": "C10H15N3O2",
  "method": "wB97M-V/def2-TZVPD",
  "gap_ev": 9.38,
  "elements": ["C", "C", "C", "C", "C", "C", "C", "C", "C", "C", "N", "N", "N", "O", "O", "H", "H", "H", "H", "H", "H", "H", "H", "H", "H", "H", "H", "H", "H", "H"],
  "coordinates": [[1.984, -3.131, -0.822], [2.023, -2.551, 0.534], [0.593, -1.402, -1.467], [0.523, -1.070, -0.153], [-2.078, -0.213, 0.159], [0.189, -0.605, -2.630], [-0.612, -0.270, 2.114], [-1.353, 2.544, 0.882], [0.906, 2.039, 0.286], [-0.760, 0.233, 0.734], [1.323, -2.539, -1.727], [1.284, -1.519, 0.761], [-0.511, 1.531, 0.288], [-2.369, 0.460, -1.034], [-2.790, -1.110, 0.523], [2.665, -3.973, -1.039], [2.783, -2.879, 1.288], [-0.788, -0.025, -2.593], [1.011, 0.161, -2.705], [0.387, -1.098, -3.531], [-0.489, 0.516, 2.871], [-1.571, -0.800, 2.378], [0.250, -0.880, 1.958], [-0.852, 3.533, 0.620], [-2.454, 2.638, 0.541], [-1.430, 2.635, 2.056], [1.600, 1.186, 0.073], [1.101, 2.835, -0.501], [1.209, 2.572, 1.245], [-1.776, 1.182, -1.109]],
  "lowdin_charge": [-0.117, -0.065, -0.262, -0.076, -0.444, -0.014, -0.026, -0.110, -0.056, -0.299, 0.117, 0.053, -0.244, 0.056, 0.121, 0.112, 0.121, 0.099, 0.106, 0.057, 0.091, 0.111, 0.027, 0.093, 0.115, 0.117, 0.083, 0.097, 0.097, 0.041]
}

Run b
{
  "formula": "C10H15N3O2",
  "method": "wB97M-V/def2-TZVPD",
  "gap_ev": 9.69,
  "elements": ["C", "N", "C", "C", "C", "C", "O", "O", "C", "C", "C", "C", "N", "N", "C", "H", "H", "H", "H", "H", "H", "H", "H", "H", "H", "H", "H", "H", "H", "H"],
  "coordinates": [[-0.957, 1.227, -1.297], [-0.522, 0.022, -0.769], [-1.642, -0.854, -0.466], [-1.235, -1.860, 0.539], [0.253, -1.475, 0.791], [1.299, -2.294, -0.153], [2.224, -2.803, 0.400], [1.067, -2.305, -1.421], [0.282, 0.051, 0.503], [-0.341, 0.927, 1.535], [1.711, 0.363, 0.137], [2.814, 0.303, 1.094], [3.946, 0.527, 0.498], [3.662, 0.665, -0.791], [2.320, 0.587, -1.046], [-1.832, 1.690, -0.763], [-0.314, 2.072, -1.302], [-1.382, 1.173, -2.214], [-1.895, -1.362, -1.458], [-2.504, -0.191, -0.323], [-1.721, -1.665, 1.537], [-1.191, -2.948, 0.369], [0.561, -1.647, 1.769], [0.229, -1.732, -1.752], [0.368, 1.580, 2.096], [-0.919, 0.349, 2.350], [-1.063, 1.582, 0.959], [2.673, -0.103, 2.062], [4.268, 1.095, -1.491], [1.990, 0.801, -1.971]],
  "lowdin_charge": [-0.128, -0.177, -0.203, -0.107, -0.128, -0.535, 0.121, 0.116, -0.413, 0.002, -0.160, -0.096, 0.039, -0.020, -0.048, 0.095, 0.096, 0.060, 0.142, 0.117, 0.127, 0.130, 0.120, 0.188, 0.099, 0.116, 0.086, 0.111, 0.159, 0.090]
}

Which is most stable? The ranking, best first, is run b, run a.